120
Properties=species:S:1:pos:R:3:forces:R:3 method="wB97M-V/def2-TZVPD" de_lowest_kcal_mol=116.2 total_energy_ha=-1980.34383 e_homo_ev=-9.623 gap_ev=10.02 total_charge=0 smiles=CC(C)O.CC(C)O.CC(C)O.CC(C)O.CC(C)O.CC(C)O.CC(C)O.CC(C)O.CC(C)O.CO.CO
C 1.9888 -0.5889 -6.0822 1.182 0.885 -0.632
C 2.6600 -0.3236 -4.7285 -1.792 -1.067 2.438
C 1.5447 -0.2953 -3.6215 0.112 0.390 -0.356
O 3.5568 -1.3677 -4.3535 0.645 0.614 -1.272
H 1.5005 -1.5563 -6.2002 -0.009 0.005 0.561
H 2.7537 -0.5431 -6.8573 0.218 -0.229 -0.094
H 1.3041 0.2018 -6.3889 -0.276 0.045 0.382
H 3.1864 0.6147 -4.5534 0.197 0.140 -1.082
H 0.7488 0.4075 -3.8676 -0.322 -0.282 -0.416
H 1.8262 0.0725 -2.6348 0.758 -0.159 -0.006
H 1.1844 -1.3157 -3.4903 -0.431 0.052 -0.094
H 3.1336 -1.9747 -3.7418 -0.246 0.216 0.229
C 1.1441 -4.3765 5.1163 0.872 0.046 -1.304
C 0.4610 -4.7997 3.7556 -0.020 2.433 2.402
C 0.8184 -3.9696 2.5618 -0.462 -0.017 -0.705
O 0.8001 -6.0937 3.4669 0.117 -1.675 -0.105
H 2.2131 -4.4824 4.9315 0.273 -0.248 0.108
H 0.8985 -5.0415 5.9443 -0.283 -0.001 -0.050
H 1.0627 -3.3330 5.4204 -0.665 0.013 -0.119
H -0.6024 -4.6975 3.9718 -0.466 -0.087 -0.412
H 0.3033 -4.4679 1.7405 0.148 -0.012 -0.307
H 1.8849 -3.9794 2.3372 0.055 0.113 0.178
H 0.4092 -2.9593 2.5594 0.263 0.084 0.404
H 0.4995 -6.5821 4.2368 0.180 -0.600 -0.096
C 0.3293 -0.4871 0.0376 -0.815 -0.826 -0.706
C -0.3997 0.7922 0.3490 -0.010 -1.420 2.359
C -0.1210 1.1111 1.8015 0.012 -0.230 1.074
O 0.2104 1.7446 -0.3551 1.108 2.493 -2.639
H -0.0502 -1.2691 0.6953 0.402 -0.238 0.024
H 1.4084 -0.3409 0.0864 -0.047 0.113 0.600
H 0.1812 -0.8127 -0.9921 -0.368 0.005 -0.134
H -1.4805 0.7808 0.2084 -0.306 -0.466 -0.402
H -0.4102 2.1111 2.1249 -0.215 0.201 -0.341
H 0.9624 1.0578 1.9086 0.034 -0.074 0.294
H -0.6062 0.4261 2.4969 0.134 -0.253 0.028
H -0.1676 2.5821 -0.0773 0.163 0.663 -0.161
C 2.3300 3.7676 -5.4424 -1.235 -0.980 0.453
C 1.5210 4.4087 -4.2773 3.136 -0.041 0.125
C 1.8722 3.7353 -2.8887 -1.368 1.002 -0.239
O 1.9816 5.7791 -4.1880 -0.543 -0.126 0.342
H 3.4110 3.7757 -5.3026 -0.084 0.600 0.003
H 1.9796 4.1360 -6.4066 0.419 0.506 -0.067
H 2.0939 2.7065 -5.5222 -0.173 -0.268 0.219
H 0.4557 4.3816 -4.5064 -0.074 -0.065 0.184
H 2.5600 2.8897 -2.8842 -0.474 -0.234 -0.440
H 0.8935 3.5540 -2.4444 0.199 -1.078 0.148
H 2.2700 4.4072 -2.1282 0.335 0.632 -0.583
H 2.1516 6.1091 -5.0733 -0.086 -0.016 -0.121
C 3.6573 -1.3659 6.0342 -0.025 0.402 -1.562
C 2.6651 -0.2146 5.6935 1.562 0.061 1.907
C 2.9055 0.5394 4.3797 -0.183 -0.231 0.001
O 1.3971 -0.7175 5.9512 -1.791 -0.393 -1.004
H 4.2155 -1.4765 5.1045 0.585 -0.370 0.195
H 3.1593 -2.3235 6.1856 -0.245 0.240 0.173
H 4.3452 -1.1783 6.8586 -0.172 0.195 -0.088
H 2.7229 0.5125 6.5034 1.022 0.569 -0.066
H 3.9766 0.6376 4.2030 -0.005 0.136 0.074
H 2.4765 1.5404 4.4247 0.051 0.104 0.126
H 2.4734 0.0978 3.4818 -0.045 -0.508 0.126
H 0.8544 0.0722 5.8918 -0.763 -0.208 0.092
C -1.0927 -4.1638 -1.1955 -0.270 -0.325 -1.859
C -1.2665 -5.1485 -2.3923 2.635 0.527 0.964
C 0.1621 -5.4698 -2.9209 -0.941 -0.101 -0.153
O -1.9116 -6.3146 -1.8779 0.050 0.666 -0.756
H -0.4729 -3.3303 -1.5260 -0.294 0.286 -0.200
H -0.4762 -4.6188 -0.4204 -0.745 -0.275 0.327
H -2.1026 -3.8189 -0.9731 0.302 0.064 0.887
H -1.7045 -4.6791 -3.2731 -1.073 0.033 0.326
H 0.6358 -4.5768 -3.3286 0.106 0.266 0.462
H 0.0773 -6.0910 -3.8125 0.131 -0.614 0.197
H 0.7372 -5.9282 -2.1164 0.238 -0.112 -0.276
H -1.9433 -6.9196 -2.6226 -0.179 -0.382 0.049
C -2.0479 3.8272 -1.8588 -0.101 -1.145 0.072
C -1.9782 4.6476 -0.5242 -0.778 -0.608 -3.186
C -3.1307 4.4007 0.3670 -0.669 -0.049 0.729
O -0.8550 4.3112 0.2284 1.122 0.295 -0.059
H -2.9283 3.9725 -2.4848 -0.164 1.120 0.221
H -2.1727 2.7475 -1.7766 0.359 -0.320 0.998
H -1.1847 3.8882 -2.5217 0.146 0.613 0.277
H -1.9281 5.6565 -0.9337 0.125 0.500 0.596
H -2.9894 3.3761 0.7110 -0.664 -0.283 -0.192
H -4.1089 4.6237 -0.0592 0.018 -0.276 0.016
H -3.0081 4.9748 1.2855 -0.173 0.375 0.034
H -0.8648 4.9981 0.8990 0.648 -0.173 0.471
C -5.6979 0.5807 -2.5246 0.177 0.557 0.016
C -4.3085 0.5911 -3.1872 -0.569 -0.624 1.136
C -3.1753 -0.0339 -2.2883 -1.913 1.221 -1.132
O -4.4935 -0.1313 -4.4104 1.235 -0.089 0.173
H -5.9754 -0.3769 -2.0842 0.035 -0.106 -0.301
H -6.3621 0.8605 -3.3424 -0.457 -0.290 0.153
H -5.8697 1.3486 -1.7704 0.385 0.071 0.215
H -4.0580 1.6440 -3.3164 0.231 0.110 -0.633
H -2.2511 -0.0413 -2.8661 0.019 -0.583 0.271
H -3.5812 -0.9579 -1.8765 0.693 -0.294 -0.196
H -3.0849 0.6907 -1.4790 0.228 -0.154 0.182
H -5.0938 0.3414 -4.9917 -0.039 0.150 0.120
C -4.5858 2.8362 4.7356 0.747 -1.028 -1.145
C -3.6355 1.8170 5.3934 -1.464 2.076 -0.022
C -2.9745 0.9532 4.3517 1.381 -0.530 0.999
O -2.6990 2.6128 6.1662 0.517 -1.103 -0.590
H -3.9538 3.3227 3.9926 0.120 1.153 0.550
H -5.1168 3.4426 5.4694 0.137 0.221 -0.397
H -5.2412 2.3529 4.0110 -0.749 -0.359 0.582
H -4.2709 1.2138 6.0418 0.360 -0.367 0.301
H -2.4580 0.1816 4.9227 -0.356 -0.736 -0.170
H -2.0985 1.3587 3.8455 -0.469 0.889 -0.228
H -3.6794 0.5427 3.6287 0.054 -0.041 0.215
H -3.1140 2.9952 6.9428 -0.298 -0.165 -0.083
C 3.7890 1.6906 0.5782 0.642 -0.414 -0.493
O 4.8888 1.7611 1.5157 -0.898 0.519 -0.246
H 2.9080 2.2836 0.8238 0.196 -0.123 0.842
H 4.0631 2.0806 -0.4020 0.473 0.040 -0.084
H 3.5052 0.6529 0.4023 -0.243 -0.014 0.178
H 5.3159 0.9048 1.5924 -0.189 -0.013 -0.211
C 2.5158 -3.2539 -1.0404 1.531 -0.021 -0.182
O 2.9498 -2.9616 -2.3866 -0.785 -0.560 0.562
H 3.4286 -3.4784 -0.4887 0.027 0.146 0.430
H 2.0913 -2.3393 -0.6264 -0.309 -0.383 -0.165
H 1.9185 -4.1604 -0.9423 -0.533 0.364 -0.294
H 3.4546 -3.7082 -2.7172 0.069 -0.157 0.056